10
Properties=species:S:1:pos:R:3 method="wB97M-V/def2-TZVPD" mol_weight_g_mol=91.13 e_tot_ev=-16524.1708 homo_ev=-8.103 gap_ev=8.88 total_charge=0 relative_energy_kj_mol=406.3
C -0.135 0.530 -1.945
C -0.891 -0.335 -1.623
N -0.407 0.665 1.680
O 1.629 -0.674 0.829
S 0.283 -0.856 1.829
H 0.589 1.268 -1.829
H 1.612 -1.496 0.387
H -1.602 -1.091 -1.813
H 0.188 1.392 1.310
H -1.266 0.596 1.176

10
Properties=species:S:1:pos:R:3 method="wB97M-V/def2-TZVPD" mol_weight_g_mol=91.13 e_tot_ev=-16523.8087 homo_ev=-8.450 gap_ev=8.13 total_charge=0 relative_energy_kj_mol=441.2
C 0.736 -0.001 0.073
C -0.531 -0.977 -0.019
H -0.312 1.710 -0.252
H 1.228 2.160 -0.394
H 0.080 -1.345 -0.903
H -0.376 -1.926 0.665
H -1.724 0.315 0.909
N 0.569 1.276 0.050
O -1.820 -0.525 -0.122
S 2.148 -0.687 -0.008

10
Properties=species:S:1:pos:R:3 method="wB97M-V/def2-TZVPD" multiplicity=3 mol_weight_g_mol=91.13 e_tot_ev=-16523.3591 homo_ev="-5.932 / -10.769" gap_ev="6.61 / 9.63" s_squared=2.008 total_charge=0 relative_energy_kj_mol=80.2
C 0.438 0.527 0.021
C 1.274 -0.771 0.004
N -0.899 0.805 -0.006
O -2.595 -1.047 0.224
S -2.587 0.414 0.118
H 1.134 1.315 -0.334
H 1.837 -0.823 0.901
H 1.767 -0.665 -1.003
H 0.650 -1.555 0.056
H -1.018 1.799 0.018

11
Properties=species:S:1:pos:R:3 method="wB97M-V/def2-TZVPD" mol_weight_g_mol=123.20 e_tot_ev=-27359.1148 homo_ev=-8.895 gap_ev=8.59 total_charge=0 relative_energy_kj_mol=380.3
C 0.386 -0.660 0.696
C -0.946 -0.382 0.063
H 1.234 -1.994 -1.535
H 0.742 0.384 1.057
H 0.274 -1.128 1.704
H -1.376 1.362 -0.974
H 0.633 2.317 0.253
N -0.859 0.967 -0.246
O 0.567 1.483 -0.382
S 1.841 -1.257 -0.361
S -2.495 -1.092 -0.273

11
Properties=species:S:1:pos:R:3 method="wB97M-V/def2-TZVPD" mol_weight_g_mol=123.20 e_tot_ev=-27361.0431 homo_ev=-8.358 gap_ev=9.10 total_charge=0 relative_energy_kj_mol=194.3
C 0.988 -0.677 0.313
C -0.046 -1.612 0.787
N 0.817 -0.101 -0.812
O -1.002 -1.678 -0.219
S -0.249 3.513 -0.985
S -0.618 -0.575 -1.451
H -0.022 2.250 -0.692
H 1.885 -0.402 0.758
H 0.257 -2.624 1.016
H -0.602 -1.321 1.691
H -1.407 3.227 -0.406

11
Properties=species:S:1:pos:R:3 method="wB97M-V/def2-TZVPD" mol_weight_g_mol=123.20 e_tot_ev=-27359.8112 homo_ev=-8.775 gap_ev=8.88 total_charge=0 relative_energy_kj_mol=313.1
C 0.767 -0.637 0.913
C -0.241 -0.404 -1.222
H -0.240 -0.347 1.356
H 1.526 0.147 1.054
H 0.890 -1.765 1.367
H -1.430 1.109 -1.436
H -0.651 1.120 1.514
N -0.773 0.819 -0.764
O 0.938 -0.647 -0.700
S -0.758 -1.160 -2.552
S -0.028 1.763 0.470

10
Properties=species:S:1:pos:R:3 method="wB97M-V/def2-TZVPD" mol_weight_g_mol=105.02 e_tot_ev=-22219.9687 homo_ev=-8.575 gap_ev=8.80 total_charge=0 relative_energy_kj_mol=156.0
C 1.236 -1.251 -0.067
C -2.023 1.055 -0.058
N 0.152 -0.363 0.089
P -1.471 -0.465 -0.529
P 1.445 0.589 -0.480
H 1.707 -1.849 0.742
H 1.266 -1.737 -0.975
H -1.261 1.458 0.720
H -2.916 1.530 -0.229
H 1.865 1.031 0.788

9
Properties=species:S:1:pos:R:3 method="wB97M-V/def2-TZVPD" mol_weight_g_mol=75.14 e_tot_ev=-14478.7123 homo_ev=-8.431 gap_ev=8.48 total_charge=0 relative_energy_kj_mol=156.7
C 1.343 -0.650 -0.020
C 0.607 -1.712 -0.033
N -0.970 1.568 0.114
S 2.445 0.459 -0.136
H -1.364 0.640 0.029
H -0.421 -1.724 -0.499
H 1.019 -2.665 0.461
H -1.205 2.043 -0.766
H -1.454 2.041 0.851

10
Properties=species:S:1:pos:R:3 method="wB97M-V/def2-TZVPD" mol_weight_g_mol=107.20 e_tot_ev=-25312.7257 homo_ev=-8.795 gap_ev=8.20 total_charge=0 relative_energy_kj_mol=299.1
C -1.606 0.194 -0.402
C 0.997 0.430 0.111
N -0.226 0.291 0.747
S -2.830 -0.276 0.411
S 1.952 -1.183 0.025
H -1.377 0.860 -1.324
H 0.870 0.790 -0.885
H 1.641 1.147 0.487
H -0.289 -0.480 1.448
H 0.867 -1.772 -0.619

10
Properties=species:S:1:pos:R:3 method="wB97M-V/def2-TZVPD" mol_weight_g_mol=107.20 e_tot_ev=-25311.4608 homo_ev="-8.143 / -8.789" gap_ev="6.35 / 7.96" total_charge=0 relative_energy_kj_mol=421.2
C -1.844 -0.406 0.175
C 1.337 1.162 0.198
N -2.824 -1.170 -0.006
S 1.224 -0.487 0.066
S -1.778 1.275 0.250
H -0.708 -0.613 0.366
H 1.577 1.748 1.136
H 0.830 1.823 -0.566
H -2.580 -2.088 -0.044
H 0.764 -0.651 -1.263

9
Properties=species:S:1:pos:R:3 method="wB97M-V/def2-TZVPD" mol_weight_g_mol=71.15 e_tot_ev=-11517.1660 homo_ev=-8.748 gap_ev=7.97 total_charge=0 relative_energy_kj_mol=447.6
C -0.760 0.076 0.163
C 0.046 -1.105 -0.023
N -1.953 0.273 -0.160
Si 1.097 0.382 0.021
H 0.250 -1.426 1.041
H -0.234 -2.033 -0.620
H -2.205 1.194 -0.207
H 1.747 2.115 -1.414
H 2.012 0.525 1.198

9
Properties=species:S:1:pos:R:3 method="wB97M-V/def2-TZVPD" mol_weight_g_mol=71.15 e_tot_ev=-11515.5274 homo_ev="-10.568 / -10.573" gap_ev="8.66 / 8.68" total_charge=0 relative_energy_kj_mol=605.7
C 2.469 -0.476 0.011
C 1.607 0.338 0.089
N -0.489 1.269 0.167
Si -1.474 -0.163 0.023
H 3.319 -1.153 0.237
H -0.317 1.612 -0.770
H -1.234 -0.555 1.383
H -1.245 -1.556 -0.730
H -2.636 0.684 -0.411

9
Properties=species:S:1:pos:R:3 method="wB97M-V/def2-TZVPD" mol_weight_g_mol=61.06 e_tot_ev=-6249.2954 homo_ev=-2.327 gap_ev=6.92 total_charge=-1 relative_energy_kj_mol=177.9
O 0.870 1.346 2.549
H 0.128 1.068 1.957
O 0.038 -0.483 0.530
C -0.288 -0.105 -0.710
C -0.370 -0.920 -1.922
H -0.563 0.990 -0.802
H -0.395 -1.945 -1.626
H -0.517 -0.549 -3.065
H 1.096 0.598 3.089

10
Properties=species:S:1:pos:R:3 method="wB97M-V/def2-TZVPD" mol_weight_g_mol=92.03 e_tot_ev=-15536.7789 homo_ev="-8.063 / -8.085" gap_ev="6.53 / 6.60" total_charge=0 relative_energy_kj_mol=181.0
C 0.390 -1.956 -0.569
C -0.166 1.399 0.286
O 1.054 -0.303 1.924
O 0.795 -0.741 -0.661
P 1.336 0.353 0.600
H 0.213 -2.427 0.328
H 0.567 -2.644 -1.329
H -0.128 1.706 -0.745
H -0.081 2.117 0.998
H -1.051 0.775 0.568

12
Properties=species:S:1:pos:R:3 method="wB97M-V/def2-TZVPD" mol_weight_g_mol=156.17 e_tot_ev=-37209.4493 homo_ev=-9.645 gap_ev=8.98 total_charge=0 relative_energy_kj_mol=95.6
C 1.456 0.433 -0.275
C 0.471 -0.185 0.805
O 0.781 0.532 -1.553
O -0.757 0.387 0.675
P -2.201 -0.198 0.203
S -3.339 1.246 -0.216
S -2.209 -2.153 0.051
H 1.601 1.470 0.107
H 2.416 -0.099 -0.158
H 0.327 -1.248 0.638
H 0.792 0.178 1.742
H 0.662 -0.363 -2.018

10
Properties=species:S:1:pos:R:3 method="wB97M-V/def2-TZVPD" mol_weight_g_mol=93.13 e_tot_ev=-17084.2581 homo_ev="-1.914 / -2.087" gap_ev="6.14 / 6.29" total_charge=-1 relative_energy_kj_mol=278.1
C -0.464 -0.597 0.263
C 0.552 0.437 -0.060
O 0.806 3.699 0.689
O -1.484 3.067 -0.054
S -0.338 2.774 0.831
H -0.115 -1.545 0.429
H -0.950 -0.555 1.227
H -1.153 -0.538 -0.562
H 0.754 0.620 -1.155
H 1.385 0.575 0.547

11
Properties=species:S:1:pos:R:3 method="wB97M-V/def2-TZVPD" multiplicity=4 mol_weight_g_mol=93.06 e_tot_ev=-10335.2601 homo_ev="-6.257 / -9.814" gap_ev="7.16 / 7.53" s_squared=3.759 total_charge=0 relative_energy_kj_mol=333.9
O 3.483 2.942 -0.679
O 2.312 2.333 -0.453
H 3.972 2.417 -1.312
O 0.538 -1.123 -0.480
C -0.238 -0.461 0.161
C -1.697 -0.853 0.290
O -1.602 -2.225 0.670
H 0.048 0.393 0.827
H -2.226 -0.162 0.960
H -2.094 -0.707 -0.725
H -2.496 -2.555 0.743

9
Properties=species:S:1:pos:R:3 method="wB97M-V/def2-TZVPD" mol_weight_g_mol=76.03 e_tot_ev=-13485.9554 homo_ev="-9.668 / -7.368" gap_ev="9.03 / 6.66" total_charge=0 relative_energy_kj_mol=474.7
C -0.584 0.409 -0.341
C 0.493 -0.179 0.252
O 1.649 -0.336 -0.363
P -2.022 0.964 0.379
H -0.315 0.609 -1.445
H -0.138 -2.322 0.848
H 0.588 -0.296 1.311
H 2.472 -0.524 0.201
H -2.143 1.676 -0.842

9
Properties=species:S:1:pos:R:3 method="wB97M-V/def2-TZVPD" mol_weight_g_mol=76.03 e_tot_ev=-13487.4884 homo_ev=-9.065 gap_ev=8.44 total_charge=0 relative_energy_kj_mol=326.8
C -0.299 0.431 -0.921
C -0.473 0.279 0.559
O -0.547 -0.957 1.146
P 1.178 0.994 0.044
H -0.217 -0.458 -1.528
H -0.852 1.234 -1.396
H -1.153 0.955 1.071
H 0.062 -1.560 0.695
H 2.302 -0.916 0.329

9
Properties=species:S:1:pos:R:3 method="wB97M-V/def2-TZVPD" mol_weight_g_mol=76.03 e_tot_ev=-13488.0726 homo_ev="-7.452 / -7.686" gap_ev="8.01 / 7.62" total_charge=0 relative_energy_kj_mol=270.4
C 1.085 1.453 -1.064
C 0.168 -1.336 0.133
O 1.665 0.956 -0.022
P 1.639 -0.389 0.810
H 0.290 0.853 -1.570
H -0.606 -1.460 0.832
H 0.229 -2.194 -0.374
H -0.266 -0.681 -0.685
H 1.306 2.481 -1.273